22
Properties=species:S:1:pos:R:3:forces:R:3 method="wB97M-V/def2-TZVPD" homo_energy_ha=-0.44359 smiles=NCCCCC[NH3+] gap_ev=8.30 mol_weight_g_mol=103.19 charge=+1
N 0.847 -1.894 -1.213 -1.0176 -0.4166 0.4705
C -0.497 -2.227 -0.695 0.5287 1.0828 -0.6100
C -1.320 -1.009 -0.115 2.4497 -1.6083 -0.4619
C -1.158 0.366 -0.830 -0.5531 -1.3929 0.9513
C 0.072 1.259 -0.482 -1.3341 -0.0048 0.7723
C 0.080 1.525 1.036 0.6630 0.1144 0.6362
N 1.556 1.467 1.566 -0.4202 -0.1862 -1.4276
H 1.603 -2.166 -0.605 0.1493 0.4813 -0.1623
H 0.845 -0.974 -1.620 0.6583 -0.1535 0.0151
H -0.398 -2.937 0.120 -0.0389 -0.3237 -0.1457
H -1.030 -2.687 -1.527 -0.2786 -0.0758 0.1692
H -2.297 -1.477 -0.091 -0.6835 0.9515 0.1341
H -0.918 -0.982 0.897 -0.4483 0.3830 0.3697
H -2.074 0.839 -0.477 0.0883 0.7800 -0.6085
H -1.196 0.176 -1.898 -0.1654 0.3830 -0.2412
H 1.017 0.822 -0.803 -0.0547 0.1619 -0.1466
H -0.142 2.210 -0.967 0.5770 0.0007 -0.3026
H -0.502 0.772 1.542 0.0884 -0.1260 0.4297
H -0.243 2.516 1.352 -0.2607 -0.1082 -0.2695
H 1.957 2.308 1.157 0.5469 -0.0945 0.0050
H 1.969 0.649 1.107 0.2587 0.1550 0.1454
H 1.831 1.447 2.547 -0.7533 -0.0032 0.2776

172
Properties=species:S:1:pos:R:3:forces:R:3 method="wB97M-V/def2-TZVPD" homo_energy_ha=-0.35130 smiles="COP(=O)(OC)OC.COP(=O)(OC)OC.COP(=O)(OC)OC.COP(=O)(OC)OC.COP(=O)(OC)OC.COP(=O)(OC)OC.CCOC(C)=O.CCOC(C)=O.CCOC(C)=O.CCOC(C)=O.CCOC(C)=O" gap_ev=9.95 mol_weight_g_mol=1280.98
C 6.557 5.918 3.232 0.2056 0.5222 0.7423
O 6.453 5.918 1.810 -0.2012 -0.7186 0.2150
P 5.938 4.662 0.979 -0.3611 -0.2334 -0.7216
O 4.631 4.857 0.328 0.7757 -0.1987 0.3864
O 7.116 4.356 -0.055 -0.0687 0.9488 0.0067
C 8.485 4.760 0.227 -0.9279 -0.4623 -0.2446
O 6.017 3.396 1.973 0.3768 1.3924 -0.2621
C 5.548 2.214 1.379 -1.4175 -2.2601 -0.7358
H 7.607 6.000 3.514 0.0529 -0.3386 -0.0949
H 6.090 5.059 3.710 0.1210 -0.1514 -0.2367
H 6.090 6.811 3.651 -0.2329 0.0508 -0.3960
H 8.520 5.801 0.536 0.0166 -0.0562 0.2180
H 9.017 4.664 -0.714 0.1059 -0.2163 0.0660
H 8.841 4.066 0.985 0.4935 0.2178 0.0532
H 4.629 1.887 1.874 0.3401 0.0546 0.4172
H 6.256 1.381 1.354 0.3699 0.4008 0.7203
H 5.223 2.224 0.332 0.2832 1.0623 -0.0470
C -7.959 -5.621 -1.939 -1.2094 -0.1293 -0.1128
O -6.778 -5.176 -2.577 1.0522 0.5304 0.5374
P -5.568 -4.553 -1.724 -0.3574 -0.4723 0.2531
O -4.519 -3.982 -2.571 -0.1748 -0.1068 0.1726
O -5.073 -5.761 -0.763 -0.2415 0.7311 0.0772
C -4.079 -6.644 -1.237 0.9616 -0.8450 -0.8860
O -6.311 -3.613 -0.696 -0.1831 -0.5225 -0.2161
C -5.705 -2.531 0.032 0.6629 0.5818 -0.9093
H -8.182 -6.644 -2.245 0.3153 -0.0533 0.1312
H -8.801 -5.023 -2.299 0.1680 0.1291 0.0045
H -7.960 -5.539 -0.852 0.3498 -0.0784 -0.0321
H -4.380 -7.692 -1.170 -0.5689 0.1888 -0.0425
H -3.125 -6.633 -0.702 -0.2581 0.7079 0.3954
H -3.826 -6.416 -2.275 -0.0885 -0.0959 -0.0155
H -5.956 -1.605 -0.490 -0.3571 0.0235 0.2429
H -4.618 -2.561 -0.048 0.0080 -0.3528 0.3876
H -6.035 -2.532 1.063 0.0244 -0.1579 -0.0353
C -5.029 3.884 2.273 -0.4448 -0.6459 -0.5111
O -4.523 3.004 1.242 -0.7455 -0.3531 -0.8600
P -5.426 1.904 0.477 0.3778 0.0535 0.8632
O -4.997 1.505 -0.861 0.0531 0.1882 0.2607
O -6.914 2.502 0.538 0.9522 -0.0172 0.0592
C -8.003 1.658 0.158 -0.6113 0.0856 -0.1751
O -5.397 0.641 1.479 -0.3007 0.5506 -0.3857
C -5.436 0.809 2.895 -0.0014 -0.3652 0.3951
H -4.743 3.443 3.225 0.0610 0.3853 0.1533
H -6.114 3.909 2.180 0.0250 0.2114 0.2657
H -4.633 4.882 2.114 0.2148 -0.0958 0.0419
H -7.705 0.629 -0.039 0.0708 -0.0577 0.5256
H -8.491 1.972 -0.767 0.3691 0.4772 0.0104
H -8.727 1.789 0.961 -0.0783 -0.5785 -0.0424
H -6.193 1.507 3.256 -0.1212 0.1536 -0.3579
H -4.467 1.120 3.285 0.1191 0.0443 -0.1613
H -5.670 -0.159 3.332 0.0858 -0.1136 -0.1755
C 2.069 3.228 6.581 -0.3975 -1.9440 0.6573
O 2.037 3.577 5.209 0.0712 0.1271 -0.9853
P 1.471 2.562 4.096 -0.8841 1.5898 -0.4532
O 1.902 1.176 4.156 0.1037 -0.1957 0.0762
O -0.117 2.844 4.220 0.6105 -0.6388 0.3869
C -0.962 2.365 3.157 -0.2230 0.6843 0.1728
O 1.784 3.257 2.680 0.1681 -0.3690 1.3940
C 1.285 4.551 2.328 0.6574 0.7560 -0.5188
H 2.306 2.160 6.661 -0.0496 0.0068 -0.0482
H 1.084 3.338 7.037 0.0205 0.3689 -0.0489
H 2.833 3.696 7.196 0.0273 0.7549 -0.6673
H -1.522 3.253 2.860 -0.0072 -0.1905 -0.4558
H -1.693 1.634 3.505 0.2889 -0.1301 0.2676
H -0.382 1.953 2.332 -0.0927 0.0205 -0.0861
H 0.810 5.145 3.108 -0.2010 -0.6120 0.3437
H 0.629 4.440 1.469 -0.1423 0.0111 0.1112
H 2.147 5.144 2.018 0.0351 -0.1315 -0.2039
C -2.482 -5.246 1.718 -0.5730 0.6545 -1.7385
O -2.639 -4.806 3.058 0.1074 1.1852 0.9457
P -2.823 -3.234 3.318 0.9287 0.7353 0.1169
O -3.922 -2.521 2.634 0.3281 -0.6105 0.0372
O -1.350 -2.655 2.950 -1.2396 -1.4770 1.0406
C -0.879 -1.376 3.340 -1.2529 1.3300 -0.8545
O -2.932 -3.075 4.912 0.8645 -0.4709 -0.5633
C -4.195 -3.157 5.558 -0.8519 0.3145 -0.5708
H -1.667 -4.766 1.169 0.2713 -0.0210 0.5536
H -3.387 -4.946 1.172 -0.0283 -0.4119 0.0050
H -2.333 -6.318 1.634 -0.0749 -0.0012 0.5703
H -1.684 -0.634 3.216 -0.0627 -0.1809 -0.2147
H -0.154 -1.135 2.565 0.5512 0.1660 0.6535
H -0.599 -1.219 4.381 0.6358 -0.8209 -0.1033
H -4.933 -2.680 4.906 -0.1149 -0.1468 0.0905
H -4.193 -2.596 6.489 0.4419 -0.1249 0.0454
H -4.492 -4.192 5.728 0.1545 -0.0164 0.0709
C 0.216 -7.026 -2.994 0.3729 -1.0396 -0.5299
O 0.856 -5.766 -2.810 -0.7831 0.3836 0.5928
P 0.559 -4.894 -1.489 1.3877 1.0634 0.5426
O -0.082 -5.617 -0.365 0.4358 0.4454 -1.0925
O 2.011 -4.268 -1.145 -1.2409 -1.1134 0.3038
C 2.925 -3.741 -2.115 -1.1884 0.2396 -0.3137
O -0.139 -3.553 -1.976 0.4878 -0.5542 -0.0281
C -1.517 -3.456 -2.328 -0.1222 0.1339 0.5270
H -0.649 -7.032 -3.661 -0.1157 0.7420 0.1274
H -0.068 -7.508 -2.061 0.1182 0.2153 0.1432
H 0.947 -7.646 -3.515 0.0679 -0.0897 0.2267
H 3.668 -4.504 -2.333 0.1850 0.2361 -0.0442
H 3.307 -2.798 -1.726 0.3187 -0.2480 0.2093
H 2.342 -3.475 -3.000 0.3357 -0.1295 -0.2394
H -1.706 -2.388 -2.403 -0.1736 -0.1184 -0.3324
H -2.126 -3.830 -1.504 -0.1109 -0.1945 -0.2463
H -1.719 -3.977 -3.263 -0.1498 0.0558 0.0609
C 2.153 -3.625 2.138 -0.2472 1.9962 -0.0712
C 3.537 -3.731 1.502 -0.9092 -0.5481 -0.6580
O 4.546 -4.237 2.395 -0.2573 -0.7042 -0.7916
C 5.293 -3.374 3.045 0.6367 1.2702 1.6318
C 6.258 -4.070 3.981 -0.1122 -0.9557 -0.4973
O 5.137 -2.174 3.088 -0.0796 -0.2755 -0.7246
H 1.640 -2.751 1.716 0.2354 -0.0261 -0.4230
H 2.192 -3.288 3.176 0.0767 -0.7474 0.2358
H 1.447 -4.419 1.905 0.4297 -0.4983 0.4753
H 3.392 -4.461 0.709 0.6329 -0.2662 0.1315
H 3.898 -2.839 0.996 -0.1243 0.3345 0.4858
H 5.576 -4.532 4.699 0.3595 0.0425 0.3750
H 7.017 -3.449 4.444 -0.4205 0.4349 0.0472
H 6.792 -4.897 3.508 -0.2140 -0.0145 -0.1832
C -2.142 0.278 0.181 -1.2121 -0.8399 -0.2460
C -0.863 -0.353 -0.324 -0.6973 0.7361 0.2678
O 0.188 0.636 -0.280 -0.1176 -0.2547 0.9988
C 1.415 0.146 -0.101 1.4325 0.1152 -1.6917
C 2.481 1.204 0.107 -0.9250 -0.8893 1.2943
O 1.710 -1.013 -0.273 -0.4402 -0.3790 0.4038
H -2.890 -0.527 0.183 0.0390 -0.1028 -0.1310
H -2.624 1.028 -0.442 0.5125 0.3050 -0.0087
H -2.164 0.560 1.234 0.5744 0.3363 -0.0715
H -0.678 -1.203 0.331 0.6214 -0.0688 -0.2509
H -0.949 -0.674 -1.359 -0.0555 -0.1677 0.0348
H 3.248 0.703 0.693 0.1417 0.0282 -0.1323
H 2.012 1.941 0.756 0.5131 0.6062 -0.4143
H 2.905 1.544 -0.831 -0.2320 0.2793 0.0144
C -0.178 7.385 -3.183 -0.1070 -0.5626 -0.9422
C 0.105 7.285 -1.677 -0.6463 -0.8580 -2.3994
O 0.809 6.066 -1.415 0.2644 0.2986 -0.1236
C 0.138 4.901 -1.582 0.9077 0.3433 1.3517
C 1.023 3.746 -1.178 -0.5946 0.0486 -0.8888
O -1.041 4.829 -1.789 -0.2833 0.0562 -0.4071
H -0.831 8.229 -3.414 0.2557 0.1756 0.0638
H -0.685 6.510 -3.597 -0.3465 -0.0586 0.5794
H 0.707 7.387 -3.826 0.2862 0.6067 0.4166
H 0.765 8.121 -1.475 -0.1830 -0.1191 0.9912
H -0.895 7.219 -1.249 0.3313 0.4951 0.8034
H 2.050 4.005 -0.935 -0.1568 0.2998 0.2862
H 1.041 3.034 -2.005 -0.2330 -0.1750 0.1417
H 0.446 3.328 -0.354 0.4238 -0.4706 0.0459
C -3.196 3.799 -4.091 0.7479 -0.7124 0.4242
C -2.926 2.300 -3.845 -1.2790 1.6390 0.7549
O -2.156 1.721 -4.876 -0.4420 -1.0643 -0.8217
C -0.842 1.617 -4.818 1.1645 0.4769 0.5123
C -0.209 0.871 -5.966 -0.0839 -0.7860 0.0969
O -0.169 2.109 -3.944 -0.0681 -0.0019 0.3344
H -4.029 4.025 -3.425 -0.0224 0.4217 -0.1731
H -3.426 4.010 -5.134 -0.2568 -0.0964 0.0066
H -2.320 4.376 -3.795 -0.1416 0.1065 -0.0026
H -2.571 2.186 -2.820 0.7855 -0.2212 -0.3043
H -3.916 1.842 -3.810 0.2646 -0.5934 -0.5647
H -0.546 -0.170 -5.990 -0.6530 0.2325 -0.2887
H 0.855 0.717 -5.809 0.1096 0.7369 0.1532
H -0.391 1.381 -6.909 -0.1002 -0.1815 -0.0679
C 6.550 -1.121 -5.846 1.1498 -0.3602 1.0455
C 5.708 -1.938 -4.867 -1.3146 0.7372 -1.2549
O 4.535 -1.150 -4.530 -0.4700 -0.7227 0.3520
C 4.551 -0.131 -3.689 0.3867 1.0661 0.9662
C 3.157 0.413 -3.445 0.2012 -1.1785 -0.7471
O 5.553 0.330 -3.193 -0.0050 -0.3195 -0.0708
H 6.030 -0.412 -6.483 -0.4679 -0.4633 -0.1412
H 7.192 -1.803 -6.406 -0.1054 0.1479 -0.2758
H 7.215 -0.507 -5.235 0.0624 0.0368 -0.1032
H 5.145 -2.752 -5.326 0.7499 -0.3121 -0.2717
H 6.278 -2.334 -4.029 -0.1363 0.4365 0.2813
H 2.625 -0.222 -2.731 0.2603 0.2020 0.4099
H 2.618 0.188 -4.365 -0.2104 0.6958 -0.0849
H 3.191 1.457 -3.159 -0.1618 -0.0022 -0.0633